[1]
The molecule C5H8O2, computed with the ωB97M-V functional and the def2-TZVPD basis.

Output
SMILES: C[C@@H]1[C@H](O)[C@@H]2O[C@H]12
LUMO (eV): 1.03
Energy (eV): -9407.4518
Spin multiplicity: 1

Atoms and positions in Å:
C: -0.233 1.765 -0.371
C: 0.249 0.551 0.406
C: 0.908 -0.674 -0.340
O: 0.645 -0.792 -1.706
C: 0.019 -1.586 0.523
O: -1.291 -1.294 0.031
C: -0.727 -0.437 1.035
H: -1.177 2.143 0.031
H: -0.381 1.521 -1.425
H: 0.494 2.581 -0.320
H: 0.937 0.851 1.206
H: 1.986 -0.759 -0.200
H: -0.309 -0.975 -1.755
H: 0.203 -2.566 0.948
H: -1.322 -0.327 1.935

Electronic structure analysis, natural (NBO) charges in units of e:
1 C -0.626
2 C -0.256
3 C 0.088
4 O -0.704
5 C 0.020
6 O -0.509
7 C 0.051
8 H 0.213
9 H 0.225
10 H 0.214
11 H 0.210
12 H 0.187
13 H 0.481
14 H 0.204
15 H 0.203

[2]
A cluster of 6 separate species, C6H12Cl12 in total in a non-equilibrium geometry, computed with the ωB97M-V functional and the def2-TZVPD basis.

Output
SMILES: ClCCl.ClCCl.ClCCl.ClCCl.ClCCl.ClCCl
LUMO (eV): 0.19
Energy (eV): -156685.1363
Spin multiplicity: 1

Atoms and positions in Å:
Cl: 12.838 -13.387 -17.111
C: 14.243 -12.980 -16.109
Cl: 14.187 -13.815 -14.546
H: 15.135 -13.348 -16.616
H: 14.272 -11.895 -16.008
Cl: 9.777 -16.582 -11.177
C: 11.203 -17.205 -10.294
Cl: 10.718 -18.217 -8.933
H: 11.813 -17.817 -10.958
H: 11.840 -16.408 -9.911
Cl: 2.612 -16.733 -17.565
C: 4.075 -17.489 -18.080
Cl: 5.396 -16.723 -17.279
H: 3.899 -18.544 -17.872
H: 4.159 -17.302 -19.151
Cl: 11.511 -19.820 -15.083
C: 11.574 -18.786 -16.519
Cl: 12.241 -19.773 -17.860
H: 10.567 -18.447 -16.759
H: 12.230 -17.926 -16.378
Cl: 17.763 -20.135 -22.903
C: 17.201 -19.680 -21.296
Cl: 17.988 -18.217 -20.624
H: 16.131 -19.475 -21.336
H: 17.348 -20.542 -20.647
Cl: 16.031 -20.228 -9.715
C: 16.016 -21.727 -10.652
Cl: 17.674 -22.049 -11.325
H: 15.748 -22.613 -10.076
H: 15.266 -21.624 -11.436

Electronic structure analysis, natural (NBO) charges in units of e:
1 Cl -0.029
2 C -0.395
3 Cl -0.025
4 H 0.223
5 H 0.226
6 Cl -0.028
7 C -0.394
8 Cl -0.022
9 H 0.221
10 H 0.223
11 Cl -0.017
12 C -0.435
13 Cl 0.002
14 H 0.227
15 H 0.222
16 Cl -0.024
17 C -0.383
18 Cl -0.044
19 H 0.225
20 H 0.226
21 Cl -0.015
22 C -0.396
23 Cl -0.033
24 H 0.221
25 H 0.223
26 Cl -0.015
27 C -0.380
28 Cl -0.049
29 H 0.223
30 H 0.222

[3]
The molecule C2H6ClOPS2 in a non-equilibrium geometry, computed with the ωB97M-V functional and the def2-TZVPD basis.

Output
LUMO (spin up / spin down) (eV): -0.70 / -1.75
Energy (eV): -47697.1037
Spin multiplicity: 1

Atoms and positions in Å:
C: -1.915 0.351 -1.218
C: 1.279 -2.481 1.223
O: -0.508 0.426 -0.999
P: 0.341 0.822 0.404
S: 2.218 0.586 -0.202
S: 0.041 2.956 0.668
Cl: 1.841 -1.876 -0.189
H: -2.033 0.387 -2.245
H: -2.554 1.138 -0.756
H: -2.109 -0.703 -0.677
H: 0.279 -2.819 1.326
H: 1.728 -2.113 2.084
H: 1.391 3.326 0.581

Electronic structure analysis, natural (NBO) charges in units of e:
1 C -0.237
2 C -0.423
3 O -0.855
4 P 0.818
5 S -0.313
6 S -0.337
7 Cl 0.242
8 H 0.195
9 H 0.180
10 H 0.175
11 H 0.194
12 H 0.190
13 H 0.171

[4]
A structure of composition C34H40BrCl2N5SeZr, computed with the ωB97M-V functional and the def2-TZVPD basis.

Output
LUMO (eV): -12.98
Charge: +4
Energy (eV): -205036.4902
Spin multiplicity: 1

Atoms and positions in Å:
Zr: -0.694 -0.423 1.652
Br: 3.159 -3.023 7.628
C: 2.021 -2.112 6.466
C: 1.241 -2.824 5.556
C: 0.390 -2.144 4.700
C: 0.316 -0.754 4.752
C: 1.095 -0.041 5.658
C: 1.942 -0.721 6.515
N: -0.593 -0.072 3.871
C: -1.314 0.888 4.336
C: -2.188 1.637 3.448
C: -3.051 2.601 3.923
C: -3.900 3.247 3.023
C: -3.850 2.890 1.687
C: -2.962 1.903 1.281
N: -2.140 1.275 2.137
H: 1.280 -3.905 5.545
H: -0.274 -2.710 4.057
H: 1.064 1.042 5.691
H: 2.546 -0.176 7.228
H: -1.291 1.134 5.396
H: -3.068 2.847 4.978
H: -4.588 4.008 3.370
H: -4.489 3.361 0.953
H: -2.907 1.601 0.244
Cl: -3.071 -1.667 1.921
C: -2.450 -3.303 1.517
Cl: -0.668 -3.149 1.370
H: -2.846 -3.595 0.550
H: -2.680 -3.980 2.334
C: 2.345 -1.475 -3.685
C: 3.265 -0.414 -3.087
C: 2.722 0.257 -1.816
C: 1.798 1.447 -2.044
N: 0.631 1.136 -2.880
C: -0.441 0.425 -2.519
Se: -0.759 -0.306 -0.813
N: -1.264 0.241 -3.556
C: -2.516 -0.540 -3.617
C: -2.306 -1.904 -4.266
C: -1.510 -2.890 -3.416
C: -2.293 -3.427 -2.222
C: -0.699 0.871 -4.656
C: -1.149 0.993 -5.973
C: -0.334 1.694 -6.828
C: 0.888 2.262 -6.398
C: 1.330 2.149 -5.102
C: 0.505 1.436 -4.231
H: 2.825 -1.960 -4.533
H: 1.397 -1.071 -4.047
H: 2.127 -2.256 -2.951
H: 3.507 0.351 -3.830
H: 4.217 -0.883 -2.836
H: 3.551 0.629 -1.210
H: 2.198 -0.505 -1.220
H: 2.330 2.251 -2.549
H: 1.432 1.864 -1.103
H: -3.223 0.063 -4.185
H: -2.903 -0.621 -2.601
H: -1.827 -1.766 -5.236
H: -3.298 -2.314 -4.475
H: -0.566 -2.434 -3.088
H: -1.214 -3.729 -4.045
H: -2.658 -2.618 -1.574
H: -1.669 -4.105 -1.634
H: -3.165 -3.992 -2.553
H: -2.082 0.561 -6.309
H: -0.628 1.820 -7.861
H: 1.488 2.804 -7.117
H: 2.265 2.594 -4.791
N: 1.563 -0.780 1.781
C: 1.938 0.569 2.214
C: 2.989 0.807 3.080
C: 3.210 2.108 3.509
C: 2.365 3.146 3.118
C: 1.305 2.902 2.265
C: 1.098 1.604 1.793
H: 1.854 -1.457 2.491
H: 2.024 -1.037 0.907
H: 3.626 -0.003 3.415
H: 4.050 2.323 4.158
H: 2.559 4.152 3.466
H: 0.677 3.715 1.925
H: 0.398 1.478 0.949

Electronic structure analysis, Löwdin charges in units of e:
1 Zr 1.186
2 Br 0.914
3 C -0.671
4 C -0.081
5 C -0.054
6 C -0.293
7 C -0.022
8 C -0.072
9 N -0.045
10 C -0.004
11 C -0.242
12 C 0.066
13 C 0.052
14 C 0.030
15 C -0.087
16 N -0.083
17 H 0.123
18 H 0.074
19 H 0.128
20 H 0.127
21 H 0.169
22 H 0.150
23 H 0.150
24 H 0.142
25 H 0.099
26 Cl 0.663
27 C -0.746
28 Cl 0.631
29 H 0.043
30 H 0.078
31 C -0.078
32 C -0.214
33 C -0.182
34 C -0.107
35 N 0.008
36 C -0.527
37 Se 0.842
38 N 0.013
39 C -0.109
40 C -0.153
41 C -0.238
42 C -0.113
43 C -0.127
44 C 0.033
45 C -0.003
46 C -0.005
47 C 0.029
48 C -0.132
49 H 0.096
50 H 0.053
51 H 0.078
52 H 0.117
53 H 0.123
54 H 0.128
55 H 0.066
56 H 0.139
57 H 0.105
58 H 0.143
59 H 0.094
60 H 0.123
61 H 0.139
62 H 0.076
63 H 0.130
64 H 0.028
65 H 0.074
66 H 0.098
67 H 0.132
68 H 0.135
69 H 0.134
70 H 0.127
71 N -0.010
72 C -0.314
73 C 0.006
74 C 0.004
75 C -0.011
76 C -0.027
77 C -0.154
78 H 0.117
79 H 0.109
80 H 0.143
81 H 0.141
82 H 0.136
83 H 0.130
84 H 0.029

[5]
A structure of composition C4H6I4 in a non-equilibrium geometry, computed with the ωB97M-V functional and the def2-TZVPD basis.

Output
LUMO (eV): -0.70
Energy (eV): -36646.4517
Spin multiplicity: 1

Atoms and positions in Å:
C: -0.816 -0.917 -1.541
C: 0.780 1.002 1.492
C: -0.168 -0.770 -0.226
C: 0.206 0.750 0.127
I: -1.547 -1.637 1.266
I: 1.747 -1.960 -0.092
I: 1.460 1.514 -1.533
I: -1.652 1.988 0.027
H: -1.119 -2.025 -1.463
H: -1.642 -0.118 -1.587
H: -0.122 -0.999 -2.483
H: 0.687 2.076 1.947
H: 1.863 0.727 1.689
H: 0.321 0.371 2.376

Electronic structure analysis, natural (NBO) charges in units of e:
1 C -0.799
2 C -0.789
3 C -0.268
4 C -0.306
5 I 0.169
6 I 0.144
7 I 0.176
8 I 0.145
9 H 0.244
10 H 0.257
11 H 0.260
12 H 0.257
13 H 0.254
14 H 0.258

[6]
The molecule C4H6O2 in a non-equilibrium geometry, computed with the ωB97M-V functional and the def2-TZVPD basis.

Output
SMILES: O=C1CCOC1
LUMO (eV): 0.84
Energy (eV): -8339.3324
Spin multiplicity: 1

Atoms and positions in Å:
O: -2.336 0.449 -0.079
C: -1.154 0.219 -0.142
C: -0.337 -0.815 0.628
C: 1.113 -0.535 0.201
O: 1.026 0.240 -0.987
C: -0.109 1.049 -0.827
H: -0.699 -1.783 0.290
H: -0.495 -0.737 1.708
H: 1.652 0.052 0.961
H: 1.692 -1.436 -0.018
H: -0.331 1.547 -1.772
H: -0.022 1.750 0.037

Electronic structure analysis, natural (NBO) charges in units of e:
1 O -0.523
2 C 0.581
3 C -0.562
4 C -0.073
5 O -0.506
6 C -0.182
7 H 0.244
8 H 0.245
9 H 0.168
10 H 0.201
11 H 0.227
12 H 0.182

[7]
A cluster of 11 separate species, C4H30NO10 in total in a non-equilibrium geometry, computed with the ωB97M-V functional and the def2-TZVPD basis.

Output
LUMO (eV): -2.63
Charge: +1
Energy (eV): -26592.3439
Spin multiplicity: 1

Atoms and positions in Å:
C: 1.456 1.717 2.758
C: -0.059 1.275 2.804
C: -0.263 0.238 1.737
C: -0.129 0.533 0.462
N: -0.530 -0.268 -0.708
H: 1.715 2.357 1.950
H: 2.037 0.768 2.913
H: 1.606 2.272 3.684
H: -0.756 2.175 2.697
H: -0.290 0.877 3.828
H: -0.626 -0.734 1.961
H: 0.024 1.602 0.035
H: 0.306 -0.752 -1.012
H: -1.348 -0.900 -0.615
H: -0.713 0.354 -1.522
H: 1.612 -2.339 -1.018
H: 2.256 -1.935 -2.284
O: 1.452 -1.964 -1.807
H: -0.585 -2.875 0.967
H: -0.471 -4.238 0.666
O: 0.116 -3.470 0.743
H: -2.813 -2.276 1.887
H: -2.754 -2.139 0.233
O: -2.245 -2.039 1.172
H: -2.954 1.141 -2.246
H: -3.622 1.373 -0.909
O: -3.677 0.765 -1.693
H: -1.168 4.050 -1.634
H: -1.251 3.803 -0.044
O: -1.517 3.415 -0.961
H: 4.199 0.130 -0.572
H: 3.135 -0.972 -0.028
O: 3.259 -0.109 -0.222
H: -2.701 -2.119 -2.324
H: -3.260 -0.880 -1.585
O: -2.743 -1.662 -1.597
H: 1.439 2.197 -1.084
H: 2.499 2.079 0.034
O: 1.841 2.769 -0.359
H: 2.893 -2.835 1.907
H: 2.433 -3.578 0.854
O: 2.747 -2.678 1.035
H: 0.000 1.105 -3.980
H: -0.197 2.307 -2.944
O: -0.355 1.466 -3.178

Electronic structure analysis, natural (NBO) charges in units of e:
1 C -0.604
2 C -0.440
3 C -0.145
4 C -0.094
5 N -0.758
6 H 0.222
7 H 0.213
8 H 0.216
9 H 0.216
10 H 0.225
11 H 0.229
12 H 0.223
13 H 0.464
14 H 0.461
15 H 0.453
16 H 0.483
17 H 0.489
18 O -0.943
19 H 0.488
20 H 0.472
21 O -0.974
22 H 0.498
23 H 0.524
24 O -1.023
25 H 0.491
26 H 0.500
27 O -0.953
28 H 0.485
29 H 0.502
30 O -0.980
31 H 0.494
32 H 0.490
33 O -0.985
34 H 0.486
35 H 0.514
36 O -0.978
37 H 0.456
38 H 0.501
39 O -0.948
40 H 0.475
41 H 0.487
42 O -0.955
43 H 0.510
44 H 0.487
45 O -0.976

[8]
A cluster of 2 separate species, C2H6NS in total in a non-equilibrium geometry, computed with the ωB97M-V functional and the def2-TZVPD basis.

Output
LUMO (eV): 4.37
Charge: -1
Energy (eV): -14496.2521
Spin multiplicity: 1

Atoms and positions in Å:
S: 2.409 -0.649 0.774
H: 3.421 -0.870 -0.017
C: -0.836 -0.646 -0.695
C: -0.683 1.269 0.678
N: -1.283 0.743 -0.318
H: -0.848 -1.550 0.007
H: 0.183 -0.520 -1.060
H: -1.621 -0.935 -1.522
H: -0.786 2.369 0.824
H: 0.043 0.789 1.329

Electronic structure analysis, natural (NBO) charges in units of e:
1 S -1.063
2 H 0.086
3 C -0.472
4 C -0.061
5 N -0.432
6 H 0.201
7 H 0.253
8 H 0.161
9 H 0.141
10 H 0.187